# 1
Here is 40 unconnected molecules or ions with the total composition H80O40 in a non-equilibrium geometry from OMol25. Energies are from ωB97M-V/def2-TZVPD.

The geometry in XYZ format:
```
120
H80O40 (ωB97M-V/def2-TZVPD)
O -1.722 1.908 -3.546
O 3.781 2.652 3.141
O -1.791 1.213 -0.077
O 2.649 -4.377 -2.442
O 0.810 5.181 0.098
O 4.618 -2.321 4.078
O 1.776 -3.051 -4.452
O 0.039 -1.522 -5.663
O -2.928 1.405 4.692
O -4.712 -0.375 3.554
O -1.039 4.346 -2.088
O 0.391 0.158 1.255
O 1.236 -0.181 -3.652
O 2.293 -2.932 3.309
O -3.126 -1.468 1.736
O 3.487 -3.963 0.196
O 3.019 4.544 -3.091
O -1.490 -2.545 -2.958
O -1.075 3.082 2.115
O 1.265 2.526 0.134
O -4.656 1.876 -1.201
O -4.118 -0.155 -3.319
O 4.362 0.185 4.534
O -0.762 -4.670 1.273
O 4.884 2.620 -2.332
O 0.718 1.150 3.543
O -3.654 -1.451 -1.233
O -1.339 -1.777 5.301
O -5.963 -1.112 0.817
O -2.120 5.744 0.598
O -0.365 -0.471 -1.469
O -0.168 -1.747 3.098
O -4.153 -2.311 -4.832
O 3.363 -0.243 -1.437
O 2.986 -0.320 0.961
O 0.256 -5.409 -3.636
O 0.729 2.983 -4.488
O 1.092 -0.875 5.979
O 1.061 5.123 2.610
O 0.940 -3.146 -0.350
H -6.878 -1.278 0.826
H -2.676 1.435 0.161
H -1.317 2.825 -3.197
H 2.141 2.074 -0.045
H 1.051 -3.454 -1.267
H 0.554 3.509 -3.654
H 0.567 1.666 4.415
H -0.642 -5.295 0.551
H 1.781 5.385 -0.015
H -1.073 -0.396 -2.101
H 1.452 -2.439 -5.058
H -0.639 2.289 1.593
H -2.432 0.666 4.522
H 0.955 -5.220 -4.082
H 4.446 2.906 -3.217
H -0.111 3.091 -4.948
H 0.278 -1.377 3.799
H 2.975 -1.225 1.310
H -4.607 -0.742 2.595
H 4.760 -1.309 4.330
H 0.597 5.027 1.722
H 5.928 2.652 -2.392
H -4.955 1.063 -1.632
H -2.929 -0.848 -1.071
H 2.189 4.153 -2.744
H -4.785 0.472 -3.612
H -0.846 -3.804 0.857
H 1.058 -0.394 6.926
H -1.002 -2.970 -2.221
H 4.258 0.111 -1.218
H -1.925 -2.478 5.436
H 0.831 4.117 0.019
H 4.880 1.008 4.504
H -0.240 -0.690 -5.919
H 3.611 0.197 5.164
H -3.769 1.402 4.371
H -5.561 0.032 3.538
H -0.887 -1.690 4.311
H -4.216 -0.868 -4.088
H -4.676 -2.947 -4.171
H 0.306 -0.672 5.547
H 2.255 -3.506 4.090
H -3.246 -1.371 0.829
H 0.162 -1.214 -1.685
H -2.277 -2.043 -2.737
H 1.924 0.008 -4.260
H -4.514 -0.904 -0.918
H 2.916 -3.707 0.981
H 3.585 -1.107 -1.149
H -1.064 1.188 -3.597
H -0.066 -2.677 2.982
H -3.981 2.281 -1.694
H 1.250 -2.309 -0.503
H -0.122 -1.652 -4.701
H 2.705 4.634 -3.995
H 3.187 -2.585 3.462
H 2.812 -5.124 -1.664
H -1.545 0.833 0.734
H -1.257 5.178 -2.609
H 3.171 3.297 3.468
H 0.669 1.967 -0.286
H 1.009 0.695 -3.297
H 2.426 0.071 1.734
H 0.261 -0.273 0.384
H -1.806 5.010 1.128
H -1.027 4.571 -1.188
H 5.023 -2.570 3.346
H -1.707 6.402 1.021
H -2.149 -1.650 1.767
H -0.452 -5.027 -4.111
H 0.555 5.043 3.347
H 3.397 1.876 3.690
H 3.345 -3.181 -0.394
H 3.112 -4.850 -3.182
H -3.201 -2.632 -4.717
H 0.283 1.707 3.009
H 2.650 -3.216 -4.886
H -5.656 -1.752 1.590
H -1.935 2.994 1.547
H 0.281 -0.660 1.862
```

**Frontier orbital gap (alpha / beta)**: 1.81 / 9.76 eV
**LUMO energy (alpha / beta)**: 1.8 / 1.7 eV
**2S+1**: 2
**Molecular weight**: 720.60 Da
**Relative energy (zero: lowest compared OMol25 entry of this formula, charge and spin)**: 175.9 kcal per mole
**Expectation value of S²**: 0.751
**Total charge**: -1

***

# 2
Here is a single C10H9N5 molecule in a non-equilibrium geometry from OMol25. Energies are from ωB97M-V/def2-TZVPD.

The geometry in XYZ format:
```
24
C10H9N5 (ωB97M-V/def2-TZVPD)
N 2.284 1.201 0.037
N 3.041 -0.873 -0.002
N 3.662 0.251 0.000
N 1.944 2.447 0.007
N 1.753 -0.965 0.028
C 0.610 2.387 0.007
C -3.865 -0.404 0.013
C 1.275 0.299 0.048
C 0.104 1.073 0.030
C -3.636 0.958 -0.093
C -1.261 0.587 0.030
C -1.501 -0.784 0.138
C -2.347 1.455 -0.084
C 3.813 -2.085 -0.076
C -2.792 -1.273 0.128
H -0.662 -1.456 0.228
H -2.178 2.518 -0.164
H -4.471 1.638 -0.184
H 3.158 -2.917 0.175
H 4.654 -2.032 0.614
H -4.876 -0.786 0.010
H 0.063 3.309 -0.010
H 4.193 -2.212 -1.091
H -2.964 -2.336 0.212
```

**Frontier orbital gap (alpha / beta)**: 8.05 / 8.05 eV
**LUMO energy (alpha / beta)**: 0.2 / 0.2 eV
**Molecular weight**: 199.22 Da
**Relative energy (zero: lowest compared OMol25 entry of this formula, charge and spin)**: 43.3 kcal per mole

***

# 3
Here is 6 unconnected molecules or ions with the total composition C4H20N2O5 in a non-equilibrium geometry from OMol25. Energies are from ωB97M-V/def2-TZVPD.

The geometry in XYZ format:
```
31
C4H20N2O5 (ωB97M-V/def2-TZVPD)
O -0.201 2.987 -0.085
O 3.583 1.435 0.050
O 1.528 0.387 1.914
O -1.679 0.138 2.081
O 0.194 -0.962 3.677
N 0.568 -0.472 -1.229
N 1.622 -1.884 0.185
C -2.577 0.464 -1.339
C -0.451 -0.461 -2.264
C 1.000 -1.758 -0.877
C -1.846 -0.849 -1.669
H 0.502 -0.033 3.666
H 3.504 0.544 -0.377
H 0.905 0.351 -0.691
H 0.440 -1.299 2.803
H -2.774 0.772 -2.358
H -2.275 -1.603 -2.272
H -0.352 -0.982 -3.163
H 0.536 -2.519 -1.524
H 2.863 1.724 0.548
H -0.602 2.287 -0.561
H -0.384 3.729 -0.405
H 1.936 -2.848 0.407
H -0.523 0.593 -2.735
H -1.604 -1.348 -0.598
H -1.994 0.936 -0.646
H -0.917 0.522 1.780
H 2.362 0.651 2.261
H -1.376 -0.321 2.960
H -3.546 0.231 -0.924
H 1.560 -0.409 1.388
```

**Frontier orbital gap**: 10.06 eV
**LUMO energy**: 0.6 eV
**Molecular weight**: 176.21 Da
**Relative energy (zero: lowest compared OMol25 entry of this formula, charge and spin)**: 58.0 kcal per mole

***

# 4
Here is a molecular structure, C22H26Br2N3O3PV in a non-equilibrium geometry from OMol25. Energies are from ωB97M-V/def2-TZVPD.

The geometry in XYZ format:
```
58
C22H26Br2N3O3PV (ωB97M-V/def2-TZVPD)
Br -0.048 -3.990 -5.945
Br 0.568 1.537 -4.862
V 1.001 -0.007 -0.295
P -1.358 0.003 -0.158
O 1.709 -0.540 1.253
O 1.027 0.417 -1.999
O 1.245 1.667 0.519
N 2.160 0.377 2.081
N 1.863 1.538 1.670
N 0.971 -1.973 -1.125
C -1.510 -0.814 2.563
C 2.361 5.060 2.638
C 2.445 2.540 3.814
C -2.196 1.641 -0.043
C 0.603 -0.252 -4.271
C 1.003 -3.204 -0.619
C 0.571 -2.914 -3.357
C 0.825 -4.332 -1.447
C 0.826 -0.497 -2.935
C 2.096 3.940 1.867
C 2.663 4.926 3.984
C 0.343 -1.308 -5.160
C 1.228 -3.397 0.846
C -3.648 -0.755 -1.689
C 0.329 -2.602 -4.717
C -2.072 -1.063 1.161
C 0.799 -1.839 -2.478
C -1.805 2.560 1.116
C -2.121 -0.685 -1.685
C 2.711 3.667 4.569
C 0.594 -4.202 -2.788
C 2.137 2.690 2.465
H -1.816 0.157 2.946
H -0.422 -0.859 2.568
H -1.883 -1.569 3.255
H 2.953 3.562 5.618
H -2.390 3.477 1.065
H -3.154 -0.926 1.157
H 1.871 4.036 0.814
H 0.426 -5.070 -3.411
H 2.470 1.554 4.254
H 2.864 5.807 4.580
H 2.214 -3.024 1.119
H 0.503 -2.840 1.439
H 0.144 -1.089 -6.199
H -3.267 1.435 -0.001
H 0.856 -5.312 -0.994
H -1.986 2.138 -0.994
H -1.775 -0.063 -2.513
H -3.980 -1.182 -2.636
H -0.757 2.830 1.059
H -1.709 -1.686 -1.827
H 2.340 6.038 2.178
H -4.026 -1.394 -0.892
H -1.864 -2.091 0.851
H -1.999 2.100 2.084
H -4.101 0.231 -1.601
H 1.168 -4.451 1.108
```

**Frontier orbital gap (alpha / beta)**: 7.50 / 7.49 eV
**LUMO energy (alpha / beta)**: -3.5 / -3.6 eV
**2S+1**: 3
**Molecular weight**: 622.19 Da
**Expectation value of S²**: 2.016
**Total charge**: +1